# 1
# C4H6N2

A cluster of 2 separate species, C4H6N2 in total (ωB97M-V/def2-TZVPD, the Open Molecules 2025 dataset).

Each line ends with the Löwdin charge.
CARTESIAN COORDINATES (ANGSTROEM)
N: -0.554 -0.734 0.992  0.10
N: 1.052 1.611 -0.690  0.13
C: -1.539 -0.277 -0.064  -0.16
C: -1.018 0.429 1.086  -0.20
C: 1.665 -0.835 -0.488  -0.02
C: 1.416 0.438 -0.644  -0.29
H: -0.985 1.249 1.791  0.12
H: -2.513 -0.755 -0.014  0.08
H: 0.191 1.690 -0.121  0.04
H: 1.205 -1.562 -1.146  0.07
H: -1.158 -0.090 -1.071  0.08
H: 2.238 -1.165 0.369  0.07

HOMO, eV: -9.2
Total energy, eV: -7221.323
Spin multiplicity: 1
LUMO energy, eV: 1.10
Structure (SMILES): C1=NC1.C=C=N
ΔE to the lowest compared entry with this formula, charge and spin, kcal/mol: 98.4
Orbital gap, eV: 10.261

***

# 2
# C6H6O

A structure of composition C6H6O (ωB97M-V/def2-TZVPD, the Open Molecules 2025 dataset).

Each line ends with the Löwdin charge.
CARTESIAN COORDINATES (ANGSTROEM)
O: 1.162 1.514 -0.742  -0.06
C: -0.264 1.329 -0.622  -0.10
C: -1.810 -1.196 1.664  0.12
C: 1.368 0.326 -0.011  -0.21
C: 0.914 -0.841 -0.782  0.00
C: -0.991 -0.661 0.955  -0.07
C: -0.122 -0.061 -0.019  -0.36
H: -2.547 -1.681 2.270  0.02
H: 1.176 -1.812 -0.381  0.12
H: -0.637 2.056 0.107  0.13
H: 1.612 0.355 1.030  0.15
H: -0.800 1.389 -1.572  0.12
H: 0.868 -0.757 -1.864  0.12

HOMO, eV: -8.9
Total energy, eV: -8362.035
Spin multiplicity: 1
LUMO energy, eV: 1.04
ΔE to the lowest compared entry with this formula, charge and spin, kcal/mol: 103.1
Orbital gap, eV: 9.981

***

# 3
# CH4BrNO

An isolated molecule of CH4BrNO (ωB97M-V/def2-TZVPD, the Open Molecules 2025 dataset).

Each line ends with the Löwdin charge.
CARTESIAN COORDINATES (ANGSTROEM)
Br: -2.036 -0.101 1.967  0.68
O: -0.361 0.905 0.191  -0.37
N: -1.759 0.405 0.242  -0.51
C: 0.526 -0.245 -0.066  -0.10
H: -0.184 -0.652 -0.944  0.12
H: -2.185 1.301 0.010  0.06
H: 0.514 -0.795 0.871  0.03
H: 1.529 0.009 -0.479  0.09

HOMO, eV: -9.7
Total energy, eV: -74678.374
Spin multiplicity: 1
LUMO energy, eV: 0.56
Structure (SMILES): CONBr
ΔE to the lowest compared entry with this formula, charge and spin, kcal/mol: 31.1
Orbital gap, eV: 10.219